63
Properties=species:S:1:pos:R:3:forces:R:3 method="wB97M-V/def2-TZVPD" e_homo_ev=-8.10 charge=0 orbital_gap_ha=0.2849
C -5.834327 -0.057861 -1.637712 -0.5 0.2 0.3
C -5.805034 -1.085146 -0.502369 -0.1 0.3 -1.0
O -5.250756 -0.823772 0.504259 0.7 0.2 1.5
O -6.393068 -2.332052 -0.658807 -0.1 0.0 -0.7
C -5.380650 -3.293138 -0.993980 1.0 0.1 -0.1
C -6.018376 -4.535775 -1.636502 -0.1 1.1 -0.1
N -5.163780 -5.755751 -1.542716 0.4 -0.1 -0.4
Cl -6.185252 -7.065434 -2.084959 0.0 -0.1 0.7
S -3.854138 -5.688373 -2.656322 0.2 -0.3 -2.8
O -4.073200 -6.604715 -3.714403 0.2 -0.9 0.5
O -3.605403 -4.368600 -3.123796 0.3 0.6 1.7
F -2.581957 -6.227597 -1.883407 -1.4 0.7 0.2
H -5.009887 -0.209981 -2.353933 -0.5 -0.3 0.2
H -6.814445 0.003747 -2.134743 0.5 -0.3 -0.1
H -5.650287 0.918946 -1.164398 0.0 -0.4 -0.1
H -4.774175 -3.565399 -0.110357 -0.4 0.0 -0.2
H -4.689657 -2.791458 -1.695837 -0.2 -0.5 0.2
H -6.231037 -4.324144 -2.697213 -0.2 -0.1 0.4
H -6.954984 -4.763534 -1.106533 0.4 0.0 -0.2
C -2.003564 -2.771935 -0.360513 -0.1 0.1 0.1
C -0.569840 -2.301022 -0.171413 -0.1 -0.1 0.1
N -0.337823 -0.966583 -0.691188 0.2 0.2 -0.3
C 1.070183 -0.624779 -0.809564 0.2 -0.1 -0.1
C 1.896690 -0.551547 0.477062 0.1 0.1 0.0
C -1.197864 0.081579 -0.164252 -0.4 0.0 0.1
C -1.225746 0.292158 1.352453 0.0 0.2 0.1
H -2.309849 -2.682530 -1.404754 0.1 0.0 0.0
H -2.090604 -3.822938 -0.073630 0.0 0.0 0.0
H -2.703238 -2.205184 0.258221 0.0 0.0 0.0
H 0.077737 -3.001317 -0.706717 0.1 0.2 0.0
H -0.304131 -2.381849 0.893314 0.0 -0.1 0.0
H 1.164596 0.324865 -1.344873 -0.2 0.0 0.1
H 1.538187 -1.363486 -1.469531 -0.1 -0.1 0.0
H 1.656212 0.335459 1.061280 0.0 -0.1 0.1
H 2.958986 -0.487310 0.226315 0.0 0.0 0.0
H 1.764804 -1.432774 1.106542 0.0 0.0 0.0
H -2.222833 -0.122305 -0.491581 0.0 -0.1 0.0
H -0.945043 1.029343 -0.648046 0.2 -0.1 -0.1
H -1.348552 -0.643255 1.900608 0.0 0.0 0.0
H -2.069624 0.933892 1.616181 0.0 0.0 0.0
H -0.325123 0.789190 1.712699 0.0 -0.1 0.0
C 6.201028 5.942634 1.144046 0.1 0.0 0.1
C 4.888497 5.191751 1.321096 0.2 0.1 0.1
N 4.815480 3.971561 0.538538 -0.2 -0.2 -0.3
C 3.473761 3.419320 0.446826 -0.2 0.1 -0.1
C 2.808469 2.940205 1.739749 -0.1 -0.1 0.0
C 5.878729 3.005450 0.760483 0.4 0.1 0.0
C 6.098605 2.496532 2.188732 0.0 -0.2 0.0
H 6.407711 6.126515 0.088361 0.0 -0.1 0.0
H 6.145299 6.908739 1.648765 0.0 0.0 0.0
H 7.044245 5.398814 1.573626 0.0 0.0 0.0
H 4.085133 5.859911 0.998018 -0.1 -0.2 0.0
H 4.726521 5.003998 2.393193 0.0 0.1 0.1
H 3.473129 2.597642 -0.276061 0.2 0.0 0.0
H 2.828879 4.183778 -0.000570 0.1 0.1 0.0
H 3.244977 2.007907 2.097027 0.0 0.1 0.1
H 1.749009 2.743712 1.554469 0.0 0.0 0.0
H 2.865855 3.682753 2.536881 0.0 0.0 0.0
H 6.817937 3.448334 0.414816 -0.1 0.1 0.0
H 5.727496 2.147731 0.099289 -0.2 0.1 0.0
H 6.130644 3.306650 2.919177 0.0 0.0 0.0
H 7.055340 1.971783 2.246020 0.0 0.0 0.0
H 5.330109 1.786644 2.492629 0.0 0.1 0.1